--- w ---
Computed, not measured: the molecule C5H2O, with ωB97M-V/def2-TZVPD.

## Properties
frontier orbital gap (alpha / beta) = 7.8622 / 7.8607 eV
LUMO level (alpha / beta) = -1.29 / -1.30 eV
HOMO energy (alpha / beta) = -9.2 / -9.2 eV
SMILES = O=C[C@]12C3=C1[C@@H]32

Geometry (Å):
C (-0.52, -2.12, -0.59)
C (0.53, -2.25, 0.35)
C (1.70, 0.06, -0.18)
C (-0.85, -1.00, 0.09)
C (0.65, -0.87, 0.18)
O (2.85, -0.21, 0.03)
H (1.29, 1.10, -0.69)
H (-1.66, -0.56, 0.73)



--- x ---
Computed, not measured: the molecule C5H2O, with ωB97M-V/def2-TZVPD.

## Properties
frontier orbital gap = 8.5847 eV
LUMO level = -1.29 eV
HOMO energy = -9.9 eV

Geometry (Å):
O (-1.34, -1.30, 0.68)
C (-0.83, -0.23, 0.50)
C (-0.67, 0.44, -1.19)
C (0.31, 1.11, -1.71)
C (0.97, 0.41, -0.71)
C (1.02, -0.25, 0.37)
H (-1.05, 0.71, 1.03)
H (1.59, -0.89, 1.02)



Bottom line: w, by a margin of 0.665 eV.



--- w ---
Computed, not measured: the molecule C4H8OS2, with ωB97M-V/def2-TZVPD.

## Properties
frontier orbital gap = 9.8288 eV
LUMO level = 0.67 eV
HOMO energy = -9.2 eV
SMILES = CC(=O)SCCS

Geometry (Å):
C (1.11, -0.97, -0.40)
C (1.73, -0.07, 0.61)
C (-1.36, 0.40, -0.24)
C (-2.71, 0.49, 0.35)
O (-0.75, 1.22, -0.89)
S (-0.71, -1.18, 0.25)
S (3.40, 0.35, 0.00)
H (1.18, -0.52, -1.39)
H (1.58, -1.86, -0.41)
H (1.15, 0.76, 0.54)
H (1.68, -0.52, 1.58)
H (-3.54, -0.01, -0.35)
H (-3.02, 1.59, 0.49)
H (-2.82, -0.11, 1.24)
H (3.07, 0.43, -1.38)



--- x ---
Computed, not measured: C4H8OS2 as an isolated structure, with ωB97M-V/def2-TZVPD.

## Properties
frontier orbital gap = 8.5944 eV
LUMO level = -0.18 eV
HOMO energy = -8.8 eV

Geometry (Å):
C (1.99, 1.00, -0.87)
C (0.98, 0.07, -0.26)
C (-0.41, 0.59, -0.57)
C (-0.76, 1.43, 0.57)
H (2.91, 1.10, -0.35)
H (2.15, 0.70, -1.86)
H (1.46, 1.98, -0.69)
H (-0.57, 0.99, -1.48)
H (-1.19, -1.28, 0.52)
H (0.25, 1.88, 1.18)
H (-1.32, 2.75, 0.18)
H (-1.98, -0.34, 0.83)
O (-1.40, 0.46, 1.53)
S (1.35, -1.09, 0.72)
S (-1.43, -0.79, -0.96)



--- y ---
Computed, not measured: the molecule C4H8OS2, with ωB97M-V/def2-TZVPD.

## Properties
frontier orbital gap = 7.9902 eV
LUMO level = -0.77 eV
HOMO energy = -8.8 eV
SMILES = CSSCCC=O

Geometry (Å):
C (-1.58, 0.48, 0.78)
C (-2.54, 0.10, -0.29)
O (-3.58, 0.63, -0.59)
C (-0.63, -0.68, 1.21)
S (0.67, -1.25, 0.11)
S (1.47, 0.91, -0.41)
C (3.15, 0.27, -0.58)
H (-0.89, 1.20, 0.32)
H (-2.12, 0.98, 1.57)
H (-2.34, -0.84, -0.84)
H (-1.23, -1.45, 1.69)
H (-0.05, -0.14, 1.97)
H (3.14, -0.57, -1.28)
H (3.51, -0.10, 0.38)
H (3.65, 1.18, -0.92)



Bottom line: w, by a margin of 0.546 eV.



--- w ---
Computed, not measured: an isolated ion of composition C5H6NO and charge +1, with ωB97M-V/def2-TZVPD.

## Properties
charge = +1
frontier orbital gap = 10.5880 eV
LUMO level = -4.87 eV
HOMO energy = -15.5 eV
SMILES = O=[n+]1cc1C1CC1

Geometry (Å):
C (-1.59, 1.19, 0.03)
C (-0.89, -0.01, -0.11)
C (1.60, -0.12, -0.71)
C (1.36, -0.12, 0.75)
C (0.30, -0.73, -0.21)
N (-2.30, 0.06, 0.08)
O (-3.27, -0.60, 0.22)
H (-1.67, 2.30, -0.08)
H (1.59, 0.85, -1.08)
H (2.16, -0.97, -1.25)
H (1.61, -0.97, 1.27)
H (1.03, 0.89, 1.16)
H (0.07, -1.76, -0.08)



--- x ---
Computed, not measured: an isolated ion of composition C5H6NO and charge +1, with ωB97M-V/def2-TZVPD.

## Properties
charge = +1
frontier orbital gap = 9.6508 eV
LUMO level = -6.08 eV
HOMO energy = -15.7 eV
SMILES = O=C[N+]1=CC=CC1

Geometry (Å):
C (0.60, -0.96, 0.84)
C (0.59, 0.44, 0.91)
C (-0.58, -0.13, -0.96)
C (-0.30, 2.32, -0.46)
C (-0.28, -1.35, -0.14)
N (0.12, 0.94, -0.21)
O (-1.01, 2.69, -1.33)
H (1.12, -1.79, 1.48)
H (-0.01, -0.21, -1.82)
H (-1.65, 0.26, -1.25)
H (1.01, 1.18, 1.61)
H (0.11, 2.93, 0.30)
H (-0.54, -2.35, -0.32)



Bottom line: x, by a margin of 4.881 eV.



--- w ---
Computed, not measured: an isolated ion of composition C6H11N4O and charge +1, with ωB97M-V/def2-TZVPD.

## Properties
charge = +1
frontier orbital gap (alpha / beta) = 8.7039 / 8.7032 eV
LUMO level (alpha / beta) = -3.83 / -3.83 eV
HOMO energy (alpha / beta) = -12.5 / -12.5 eV

Geometry (Å):
C (-0.23, 0.65, -1.46)
C (-0.33, -0.67, -1.57)
C (-0.03, -1.24, 0.75)
C (0.69, -0.24, 2.80)
C (0.07, 1.54, -0.29)
C (-0.48, -1.40, -2.84)
N (0.48, -1.13, 1.80)
N (-0.14, -1.60, -0.49)
N (-0.81, 1.17, 0.78)
N (-0.51, 1.34, 2.01)
O (1.41, 1.55, 0.13)
H (-0.52, 1.31, -2.40)
H (0.13, -0.52, 3.62)
H (1.67, 0.01, 3.14)
H (-0.08, 2.67, -0.64)
H (0.50, -1.84, -3.29)
H (-1.05, -0.78, -3.59)
H (-1.19, -2.37, -2.75)
H (-0.58, -2.53, -0.73)
H (-1.25, 1.32, 2.66)
H (0.35, 2.00, 2.35)
H (1.89, 0.76, 0.01)



--- x ---
Computed, not measured: an isolated ion of composition C6H11N4O and charge +1, with ωB97M-V/def2-TZVPD.

## Properties
charge = +1
frontier orbital gap = 10.0675 eV
LUMO level = -3.89 eV
HOMO energy = -14.0 eV
SMILES = C[C@@]1([n+]2ccn[nH]2)NCCO1

Geometry (Å):
C (-3.12, 0.19, -0.80)
C (-1.82, -0.04, -1.17)
C (1.80, 1.50, 0.44)
C (1.94, 0.81, -1.01)
C (0.34, -0.43, 0.17)
C (0.46, -2.06, 0.45)
N (-3.14, 0.38, 0.54)
N (-1.95, 0.14, 0.99)
N (-1.12, -0.05, -0.03)
N (0.93, 0.42, 1.11)
O (0.91, -0.15, -1.13)
H (-3.94, 0.40, -1.49)
H (-1.14, 0.03, -2.05)
H (2.75, 1.67, 0.94)
H (1.21, 2.45, 0.58)
H (1.92, 1.51, -1.81)
H (2.87, 0.33, -1.12)
H (1.29, -2.30, 1.11)
H (0.66, -2.56, -0.47)
H (-0.50, -2.44, 0.87)
H (1.30, -0.10, 2.00)
H (-1.66, 0.32, 1.91)



Bottom line: x, by a margin of 3.509 eV.



--- w ---
Computed, not measured: a 8-piece molecular cluster, C18H55N3O11 overall, with ωB97M-V/def2-TZVPD.

## Properties
frontier orbital gap = 8.1386 eV
LUMO level = 0.34 eV
HOMO energy = -7.8 eV
SMILES = COCCNCCOC.COCCNCCOC.COCCNCCOC.O.O.O.O.O

Geometry (Å):
O (0.08, 1.49, 0.31)
H (-0.36, 0.64, 0.30)
H (0.94, 1.31, 0.68)
O (0.78, -1.11, 1.02)
H (1.37, -1.52, 1.65)
H (0.48, -1.84, 0.48)
O (-0.21, 4.35, -0.17)
H (0.58, 4.77, -0.51)
H (0.01, 3.42, -0.15)
O (3.11, 2.24, -1.79)
H (3.38, 1.85, -0.95)
H (3.82, 2.02, -2.39)
O (2.97, 0.69, 0.52)
H (3.51, 0.33, 1.23)
H (2.21, 0.11, 0.47)
C (3.74, -4.24, 5.80)
O (2.70, -3.34, 5.64)
C (1.69, -3.50, 6.59)
C (0.56, -2.46, 6.39)
N (1.12, -1.15, 6.41)
C (0.36, -0.01, 5.93)
C (0.37, 0.05, 4.38)
O (1.66, 0.34, 3.79)
C (1.80, 1.74, 3.40)
H (3.59, -5.09, 5.13)
H (3.85, -4.59, 6.82)
H (4.72, -3.83, 5.55)
H (1.97, -3.53, 7.64)
H (1.18, -4.46, 6.49)
H (-0.09, -2.44, 7.26)
H (-0.02, -2.64, 5.48)
H (1.98, -1.16, 5.88)
H (1.02, 0.76, 6.34)
H (-0.65, 0.05, 6.35)
H (-0.46, 0.69, 4.11)
H (0.08, -0.93, 4.00)
H (2.87, 1.91, 3.23)
H (1.46, 2.39, 4.20)
H (1.27, 1.95, 2.47)
C (-6.39, 0.88, -0.03)
O (-5.05, 0.92, 0.27)
C (-4.38, -0.16, -0.42)
C (-2.80, 0.07, -0.13)
N (-2.08, -1.16, -0.30)
C (-1.73, -1.41, -1.62)
C (-0.78, -2.65, -1.84)
O (0.46, -2.55, -1.12)
C (1.26, -1.72, -1.93)
H (-6.93, 1.36, 0.78)
H (-6.68, -0.17, 0.06)
H (-6.73, 1.48, -0.87)
H (-4.41, 0.01, -1.49)
H (-4.68, -1.20, -0.26)
H (-2.61, 0.42, 0.88)
H (-2.46, 0.85, -0.81)
H (-1.24, -1.15, 0.26)
H (-1.32, -0.56, -2.17)
H (-2.65, -1.61, -2.16)
H (-0.64, -2.94, -2.88)
H (-1.27, -3.54, -1.45)
H (2.12, -1.21, -1.49)
H (0.68, -0.81, -2.06)
H (1.43, -2.10, -2.94)
C (3.32, -0.47, -6.11)
O (2.48, 0.24, -5.23)
C (1.40, 0.87, -5.81)
C (0.28, 1.19, -4.91)
N (0.69, 2.31, -4.01)
C (-0.13, 2.59, -2.89)
C (-1.61, 2.82, -3.22)
O (-2.25, 1.51, -3.35)
C (-3.60, 1.66, -3.51)
H (2.77, -1.16, -6.75)
H (4.00, -0.94, -5.40)
H (3.83, 0.26, -6.75)
H (0.92, 0.08, -6.40)
H (1.76, 1.69, -6.42)
H (0.04, 0.33, -4.28)
H (-0.52, 1.40, -5.62)
H (1.65, 2.34, -3.70)
H (0.22, 3.45, -2.33)
H (-0.03, 1.64, -2.37)
H (-1.80, 3.50, -4.05)
H (-2.12, 3.34, -2.40)
H (-4.16, 2.17, -2.72)
H (-3.92, 0.63, -3.60)
H (-3.78, 2.21, -4.43)



--- x ---
Computed, not measured: a 8-piece molecular cluster, C18H55N3O11 overall, with ωB97M-V/def2-TZVPD.

## Properties
frontier orbital gap = 8.4298 eV
LUMO level = 0.11 eV
HOMO energy = -8.3 eV
SMILES = COCCNCCOC.COCCNCCOC.COCCNCCOC.O.O.O.O.O

Geometry (Å):
C (-26.65, 21.89, 5.39)
O (-26.95, 20.43, 5.39)
C (-26.19, 19.50, 6.27)
C (-26.47, 17.98, 6.00)
N (-26.55, 17.74, 4.60)
C (-26.51, 16.33, 4.15)
C (-25.10, 15.72, 3.94)
O (-24.43, 16.33, 2.87)
C (-23.40, 15.57, 2.16)
H (-25.73, 22.06, 4.82)
H (-26.23, 22.29, 6.31)
H (-27.42, 22.53, 4.96)
H (-26.45, 19.84, 7.27)
H (-25.13, 19.68, 6.06)
H (-27.39, 17.81, 6.57)
H (-25.65, 17.36, 6.37)
H (-25.75, 18.29, 4.30)
H (-27.12, 16.37, 3.25)
H (-27.17, 15.82, 4.84)
H (-25.25, 14.64, 3.95)
H (-24.59, 15.95, 4.88)
H (-23.69, 14.72, 1.54)
H (-22.64, 15.10, 2.78)
H (-22.91, 16.36, 1.59)
C (-14.56, 24.04, -4.93)
O (-15.18, 23.12, -5.73)
C (-14.91, 23.20, -7.16)
C (-15.71, 22.14, -7.90)
N (-14.98, 20.87, -7.84)
C (-15.76, 19.74, -8.44)
C (-15.63, 18.47, -7.59)
O (-16.33, 18.69, -6.46)
C (-16.41, 17.70, -5.52)
H (-15.21, 24.26, -4.09)
H (-14.38, 25.05, -5.31)
H (-13.67, 23.57, -4.50)
H (-13.88, 23.33, -7.48)
H (-15.41, 24.10, -7.52)
H (-15.70, 22.41, -8.96)
H (-16.71, 22.14, -7.48)
H (-14.73, 20.63, -6.89)
H (-15.37, 19.60, -9.44)
H (-16.85, 19.75, -8.45)
H (-14.58, 18.37, -7.30)
H (-16.00, 17.54, -8.04)
H (-15.46, 17.34, -5.12)
H (-16.83, 16.81, -5.97)
H (-17.05, 18.07, -4.71)
C (-31.23, 12.74, -2.22)
O (-30.93, 13.59, -3.38)
C (-29.65, 13.67, -3.90)
C (-29.37, 15.13, -4.37)
N (-28.00, 15.32, -4.82)
C (-27.69, 16.59, -5.41)
C (-26.09, 16.58, -5.70)
O (-25.64, 15.71, -6.67)
C (-24.31, 15.91, -7.01)
H (-30.80, 13.15, -1.31)
H (-31.09, 11.69, -2.48)
H (-32.28, 12.79, -1.95)
H (-29.61, 12.92, -4.69)
H (-28.90, 13.48, -3.14)
H (-29.61, 15.84, -3.58)
H (-30.04, 15.39, -5.18)
H (-27.60, 14.56, -5.35)
H (-28.00, 17.36, -4.71)
H (-28.15, 16.76, -6.38)
H (-25.59, 16.41, -4.75)
H (-25.81, 17.61, -5.95)
H (-23.97, 15.15, -7.70)
H (-23.52, 15.81, -6.27)
H (-24.08, 16.75, -7.66)
O (-23.83, 8.00, -4.98)
H (-22.97, 7.61, -4.88)
H (-24.43, 7.38, -4.58)
O (-20.46, 11.60, -3.83)
H (-21.13, 11.01, -3.48)
H (-20.92, 12.12, -4.50)
O (-26.14, 10.20, -1.17)
H (-25.31, 9.76, -0.99)
H (-26.22, 10.20, -2.12)
O (-17.40, 8.92, -3.90)
H (-17.84, 9.74, -3.72)
H (-16.54, 9.17, -4.25)
O (-22.89, 7.37, -0.56)
H (-22.92, 7.15, 0.37)
H (-22.24, 6.77, -0.93)



Bottom line: w, by a margin of 1.939 eV.



--- w ---
Computed, not measured: an isolated ion of composition C4H8N and charge +1, with ωB97M-V/def2-TZVPD.

## Properties
charge = +1
frontier orbital gap = 7.6051 eV
LUMO level = -8.48 eV
HOMO energy = -16.1 eV

Geometry (Å):
C (-0.60, -1.23, 0.40)
C (0.18, -0.09, 0.41)
C (0.51, 0.59, 1.74)
C (-0.12, 0.36, -1.88)
N (0.59, 0.59, -0.66)
H (-0.58, -1.86, -0.49)
H (-0.23, 0.30, 2.48)
H (-0.98, -1.65, 1.33)
H (0.41, 1.67, 1.56)
H (1.58, 0.46, 1.88)
H (-1.13, -0.02, -1.78)
H (0.47, -0.37, -2.48)
H (-0.09, 1.25, -2.51)



--- x ---
Computed, not measured: a 2-piece molecular cluster, C4H8N overall, with ωB97M-V/def2-TZVPD.

## Properties
charge = +1
frontier orbital gap = 12.0242 eV
LUMO level = -4.44 eV
HOMO energy = -16.5 eV

Geometry (Å):
C (0.73, -1.07, -0.22)
C (0.77, 0.96, 0.74)
C (1.17, 0.31, -0.55)
C (-1.58, -0.01, 0.05)
N (-0.14, 0.05, 0.04)
H (0.54, -1.80, -1.01)
H (1.00, -1.52, 0.68)
H (1.31, 0.71, 1.61)
H (0.27, 1.92, 0.66)
H (1.49, 0.72, -2.14)
H (-1.90, -0.55, -0.93)
H (-1.67, -0.73, 0.89)
H (-1.99, 1.01, 0.18)



Bottom line: w, by a margin of 1.681 eV.